(1)
ORCA calculation (ωB97M-V/def2-TZVPD) on a structure of composition C19H12N4O3OsS2.

```
41
Properties=species:S:1:pos:R:3:forces:R:3
Os 0.574458 -0.342530 -0.376433 0.2 0.5 0.2
C 2.714842 -3.147820 1.742689 0.0 0.0 0.0
O 1.588532 -3.904976 2.201735 0.0 0.0 -0.1
C 0.433826 -3.259034 2.482172 0.0 0.0 0.2
C -0.244194 -3.653526 3.626820 0.0 0.0 0.0
C -1.456008 -3.078779 3.985763 0.0 0.0 0.0
C -1.993733 -2.079424 3.204371 0.0 0.0 0.0
C -1.331323 -1.653272 2.047935 0.0 0.1 -0.1
C -1.955542 -0.615612 1.258597 0.1 0.0 0.0
N -1.354513 -0.028218 0.291125 -0.1 0.0 0.0
N -2.100633 0.858879 -0.478943 0.1 0.0 0.0
C -1.464679 1.107892 -1.569331 0.0 0.0 0.0
O -0.293430 0.512800 -1.856973 -0.1 -0.1 0.0
C -1.991223 2.033783 -2.582881 0.0 0.0 0.0
C -3.176557 2.728150 -2.345026 0.0 0.0 0.0
C -3.663229 3.602670 -3.299412 0.0 0.0 0.0
C -2.972625 3.788513 -4.491125 0.0 0.0 0.0
C -1.792956 3.098865 -4.727847 0.0 0.0 0.0
C -1.298859 2.220865 -3.775864 0.0 0.0 0.0
C -0.129322 -2.270592 1.660398 -0.1 0.1 -0.1
O 0.519455 -2.005832 0.499165 0.0 -0.2 0.0
H 3.591192 -3.708936 2.056659 0.0 0.0 0.0
H 2.731619 -2.160605 2.210276 0.0 0.0 0.0
H 2.710064 -3.037791 0.661469 0.0 0.0 0.0
H 0.210145 -4.428262 4.230095 0.0 0.0 0.0
H -1.965209 -3.407560 4.880879 0.0 0.0 0.0
H -2.930853 -1.609444 3.474085 0.0 0.0 0.0
H -2.979202 -0.323160 1.474241 0.0 0.0 0.0
H -3.701662 2.575592 -1.412442 0.0 0.0 0.0
H -4.582030 4.143223 -3.115130 0.0 0.0 0.0
H -3.355994 4.474305 -5.235370 0.0 0.0 0.0
H -1.254637 3.244631 -5.654713 0.0 0.0 0.0
H -0.379326 1.680309 -3.950205 0.0 0.0 0.0
S 2.814150 -0.511034 -1.153163 0.0 0.1 0.0
C 3.187365 0.667368 0.058998 0.1 0.0 0.0
S 1.672104 1.128423 0.863522 0.0 -0.3 -0.2
C 4.393796 1.172187 0.406429 0.0 0.0 0.0
C 4.507509 2.139709 1.454841 0.1 0.0 0.0
N 4.591393 2.906326 2.307501 0.0 0.0 0.0
C 5.585013 0.744104 -0.260834 0.0 0.0 0.0
N 6.542275 0.397814 -0.794073 0.0 0.0 0.0
```
Forces are in eV/Å.

Values from the calculation:
Lowest unoccupied orbital energy (alpha / beta) = -0.066 / -0.066 Eh
HOMO energy (alpha / beta) = -8.671 / -8.672 eV
Orbital gap (alpha / beta) = 6.89 / 6.89 eV

=====

(2)
ORCA calculation (ωB97M-V/def2-TZVPD) on a cluster of 2 separate species, C2H4BrN in total in a non-equilibrium geometry.

```
8
Properties=species:S:1:pos:R:3:forces:R:3
C 0.339507 -2.612826 -0.449404 -0.4 -0.8 1.3
C 0.000086 1.054524 0.191200 -1.5 -0.7 -0.3
N -0.300305 -0.127157 0.983695 1.3 0.1 -0.2
Br 0.798007 -1.684330 -1.871069 0.5 0.6 -1.4
H -1.230402 -0.428819 1.181572 -1.2 0.4 -0.2
H 0.756457 1.536147 0.870249 -0.8 0.4 -1.1
H -0.931750 1.715699 -0.259361 2.5 -1.4 1.4
H 0.568399 0.546763 -0.646882 -0.4 1.3 0.5
```
Forces are in eV/Å.

Values from the calculation:
⟨S²⟩ = 2.009
Lowest unoccupied orbital energy (alpha / beta) = -0.026 / -0.034 Eh
HOMO energy (alpha / beta) = -8.075 / -9.860 eV
Orbital gap (alpha / beta) = 7.36 / 8.95 eV
ΔE to the lowest compared entry with this formula, charge and spin = 2.840 eV
Spin multiplicity = 3

=====

(3)
ORCA calculation (ωB97M-V/def2-TZVPD) on a structure of composition C26H38NO7PRuS.

```
75
Properties=species:S:1:pos:R:3:forces:R:3
Ru 0.116755 0.419266 -1.569917 -0.4 0.1 -0.4
O 1.191790 -0.839542 -0.018851 0.0 -0.1 0.1
C 2.599271 -1.046245 -0.248931 0.0 0.0 0.0
C 3.025016 -0.010240 -1.314970 0.1 0.0 -0.3
O 4.194494 0.139930 -1.563802 0.1 0.1 0.1
O 2.061945 0.622689 -1.942315 0.0 -0.1 0.2
C 2.875511 -2.427757 -0.835820 0.0 0.0 0.1
C 1.868763 -3.214828 -1.377648 -0.1 0.0 -0.1
C 2.169557 -4.466424 -1.906469 0.0 0.0 0.0
C 3.472769 -4.927836 -1.910428 0.0 0.0 0.0
C 4.485773 -4.130853 -1.387575 0.0 0.0 0.0
C 4.190648 -2.890970 -0.854293 0.0 0.0 0.1
C 3.292111 -0.822839 1.087617 0.0 0.1 0.0
C 3.941597 0.364018 1.404353 0.0 0.0 0.0
C 4.458273 0.562150 2.677434 0.0 0.0 0.0
C 4.330911 -0.421458 3.645759 0.0 0.0 0.0
C 3.685476 -1.610317 3.335091 0.0 0.0 0.0
C 3.172723 -1.808240 2.063685 0.0 0.0 0.0
H 0.719009 -1.666365 0.152325 -0.1 -0.1 0.0
H 0.845756 -2.866471 -1.446132 0.0 0.0 0.1
H 1.374285 -5.066455 -2.327089 0.0 0.0 0.0
H 3.704789 -5.899111 -2.326735 0.0 0.0 0.0
H 5.510282 -4.478183 -1.397182 0.0 0.0 0.0
H 4.978157 -2.266630 -0.453512 0.0 0.0 0.0
H 4.069522 1.131107 0.653603 0.0 0.0 0.0
H 4.969261 1.488068 2.907978 0.0 0.0 0.0
H 4.737993 -0.266902 4.636372 0.0 0.0 0.0
H 3.586393 -2.387755 4.081212 0.0 0.0 0.0
H 2.680979 -2.743321 1.823627 0.0 0.0 0.0
O -2.706602 -1.866650 -2.936134 0.0 0.0 -0.1
S -1.669924 -1.248946 -2.190335 0.1 -0.2 0.3
O -1.441334 -1.700290 -0.809975 -0.2 -0.1 -0.2
O -0.290749 -1.240781 -2.853494 0.0 0.3 0.1
O -1.851091 0.299541 -2.053274 0.2 0.0 0.1
C 0.464895 5.287451 1.741568 0.0 0.0 0.0
C 0.289715 3.798264 1.432890 0.0 -0.1 0.0
C -0.682168 3.187379 2.454328 0.0 0.0 -0.1
C 1.628263 3.062219 1.641416 0.0 0.0 0.0
P -0.335050 3.453238 -0.306039 0.1 -0.1 0.1
N -0.067081 1.882042 -0.527573 0.2 0.3 -0.1
C 0.657915 4.390340 -1.588693 0.0 0.0 0.0
C 2.150588 4.303462 -1.235888 0.0 0.0 0.0
C 0.245948 5.862384 -1.702562 0.0 0.0 0.0
C 0.516993 3.711260 -2.960440 0.0 -0.1 0.0
C -2.172812 3.776586 -0.478953 0.0 -0.1 0.0
C -2.559088 3.743599 -1.965705 0.0 0.0 0.0
C -2.959011 2.624234 0.174872 0.0 0.0 0.0
C -2.612002 5.117763 0.118825 0.0 0.0 0.0
H 0.764527 5.378436 2.788291 0.0 0.0 0.0
H -0.452846 5.859364 1.612727 0.0 0.0 0.0
H 1.247574 5.747275 1.141976 0.0 0.0 0.0
H -0.220288 3.275100 3.439354 0.0 0.0 0.0
H -0.854582 2.128902 2.260543 0.0 0.0 0.0
H -1.636328 3.705434 2.496711 0.0 0.0 0.0
H 1.840069 3.048388 2.712347 0.0 0.0 0.0
H 2.463024 3.550559 1.147809 0.0 -0.1 0.0
H 1.575331 2.026153 1.309250 0.0 0.0 0.0
H 2.412196 4.889840 -0.358646 0.0 0.0 0.0
H 2.713035 4.709476 -2.078777 0.0 0.0 0.0
H 2.472590 3.270776 -1.098141 0.0 0.0 0.0
H 0.306423 6.393241 -0.753726 0.0 0.0 0.0
H -0.758390 5.985225 -2.103345 0.0 0.0 0.0
H 0.934609 6.350184 -2.396010 0.0 0.0 0.0
H 0.917144 2.696164 -2.948274 0.0 0.0 0.0
H 1.131210 4.274983 -3.666114 0.0 0.0 0.0
H -0.497220 3.693702 -3.343986 0.0 0.0 0.0
H -2.264390 2.807147 -2.440832 0.0 0.0 0.0
H -2.163711 4.586914 -2.528106 0.0 0.0 0.0
H -3.647841 3.801827 -2.017046 0.0 0.0 0.0
H -2.663489 1.658497 -0.231141 0.0 0.0 0.0
H -4.013060 2.775792 -0.067751 0.0 0.0 0.0
H -2.875368 2.599084 1.254736 0.0 0.0 0.1
H -2.081142 5.967303 -0.308461 0.0 0.0 0.0
H -2.503943 5.151328 1.200872 0.0 0.0 0.0
H -3.673206 5.248682 -0.103560 0.0 0.0 0.0
```
Forces are in eV/Å.

Values from the calculation:
⟨S²⟩ = 6.017
Lowest unoccupied orbital energy (alpha / beta) = 0.005 / -0.062 Eh
HOMO energy (alpha / beta) = -9.081 / -9.095 eV
Orbital gap (alpha / beta) = 9.21 / 7.40 eV
Spin multiplicity = 5

=====

(4)
ORCA calculation (ωB97M-V/def2-TZVPD) on a structure of composition C9H27I2N2O5P2Pd in a non-equilibrium geometry.

```
48
Properties=species:S:1:pos:R:3:forces:R:3
Pd 0.940479 0.424729 1.395088 0.2 -0.6 -0.7
I 3.429554 1.595779 1.319878 -0.5 -0.1 0.1
C 3.890227 0.385751 3.004477 0.2 0.0 0.1
I 2.240749 -0.891992 3.344065 -0.5 0.1 -0.3
H 4.021094 1.027251 3.868014 0.0 0.0 0.0
H 4.764796 -0.215564 2.786430 0.0 0.0 0.0
C -5.020531 0.501022 -0.429085 0.1 0.1 -0.1
C -4.103843 -0.046893 0.620159 0.0 -0.1 0.1
O -2.690680 0.128448 0.121776 -0.3 -0.9 -0.2
P -1.421059 0.346767 0.964820 0.7 1.5 0.8
O -0.528373 1.247205 -0.025201 0.2 0.2 -0.1
C -0.952122 2.597820 -0.510162 0.0 0.1 0.1
C 0.177630 3.201011 -1.284233 0.1 -0.1 0.0
O -1.943642 1.256181 2.139884 -0.1 -0.1 0.3
C -1.045476 1.618428 3.241041 0.1 0.1 0.1
C -1.473179 2.935605 3.828521 -0.3 -0.1 0.0
H -6.046341 0.390816 -0.074678 0.0 0.0 0.0
H -4.923130 -0.042198 -1.366971 0.0 0.0 0.0
H -4.835906 1.559893 -0.603078 0.0 0.0 0.0
H -4.241967 -1.112529 0.782840 0.1 0.0 0.0
H -4.182203 0.482734 1.565124 0.1 0.0 0.0
H -1.223406 3.189291 0.362870 0.0 -0.1 0.0
H -1.835851 2.423085 -1.121092 0.0 -0.1 0.0
H 1.064809 3.316293 -0.658580 0.0 0.0 0.0
H -0.115713 4.194076 -1.625693 0.0 0.0 0.0
H 0.423572 2.600424 -2.158427 0.0 0.0 0.0
H -0.026091 1.678043 2.824873 -0.2 0.3 0.3
H -1.058587 0.812605 3.974168 -0.2 0.0 0.0
H -1.395833 3.745493 3.104712 0.0 0.0 0.0
H -0.848508 3.167085 4.690838 0.0 0.0 0.0
H -2.505525 2.870161 4.169781 0.0 0.0 0.0
N 3.740346 -1.837954 -3.356075 0.0 0.1 -0.2
C 2.426434 -1.220605 -2.940978 0.0 0.1 -0.1
P 1.826206 -2.153077 -1.455850 0.4 -0.4 0.3
O 2.871558 -3.234683 -1.315810 -0.1 0.1 0.0
O 1.483421 -1.216518 -0.354094 -0.1 -0.1 -0.4
C 0.340601 -3.144002 -1.959855 -0.1 -0.1 0.0
N 0.597343 -4.552250 -1.481705 -0.1 0.0 0.0
H 3.928906 -2.593553 -2.663516 0.0 -0.1 0.1
H 4.511588 -1.167932 -3.351189 0.0 0.0 0.0
H 3.702963 -2.253260 -4.289469 0.0 0.1 0.0
H 1.739358 -1.249793 -3.783801 0.0 0.0 0.0
H 2.589223 -0.181423 -2.666172 0.0 0.0 0.0
H 0.227358 -3.179196 -3.041841 0.0 0.0 0.0
H -0.577617 -2.765855 -1.518964 0.0 -0.1 0.0
H 0.181838 -4.734562 -0.566121 0.0 0.0 -0.1
H 1.630984 -4.639366 -1.379680 0.1 0.0 0.0
H 0.244550 -5.262793 -2.127039 0.0 0.0 0.0
```
Forces are in eV/Å.

Values from the calculation:
Lowest unoccupied orbital energy (alpha / beta) = -0.419 / -0.418 Eh
Total charge = +3
HOMO energy (alpha / beta) = -17.873 / -17.872 eV
Orbital gap (alpha / beta) = 6.48 / 6.48 eV
ΔE to the lowest compared entry with this formula, charge and spin = 1.622 eV